C66H167N13O15 | the ωB97M-V functional and the def2-TZVPD basis

Structure (ORCA input):
```
! RIJCOSX wB97M-V def2-TZVPD def2/J DEFGRID3
* xyz 0 1
C 7.97 -3.12 -3.62
C 6.44 -3.28 -3.46
C 5.80 -3.82 -4.75
C 4.43 -4.26 -4.62
C 4.27 -5.32 -3.52
C 4.88 -4.97 -2.13
N 6.20 -4.23 -2.34
O 6.79 -3.90 -1.03
C 3.79 -4.10 -1.44
C 5.09 -6.26 -1.34
C 5.87 -1.93 -3.10
H 8.56 -3.05 -2.70
H 8.24 -2.27 -4.24
H 8.31 -4.04 -4.10
H 5.71 -3.05 -5.52
H 6.39 -4.66 -5.11
H 4.21 -4.63 -5.62
H 3.77 -3.41 -4.47
H 4.60 -6.33 -3.79
H 3.20 -5.47 -3.47
H 4.25 -3.85 -0.48
H 3.56 -3.18 -1.99
H 2.82 -4.55 -1.24
H 5.91 -6.77 -1.84
H 5.40 -6.13 -0.30
H 4.13 -6.78 -1.40
H 4.79 -1.85 -3.15
H 6.29 -1.09 -3.65
H 6.18 -1.76 -2.07
H 7.63 -4.32 -1.18
C -0.59 6.48 -1.89
C -0.25 5.19 -1.21
C 1.07 4.53 -1.79
C 2.37 5.05 -1.20
C 2.35 5.07 0.33
C 1.12 5.80 0.86
N -0.11 5.34 0.25
O -1.31 5.83 0.76
C 1.18 5.53 2.42
C 1.39 7.37 0.77
C -1.35 4.17 -1.49
H 0.18 7.25 -1.82
H -1.52 6.93 -1.54
H -0.72 6.29 -2.96
H 1.16 3.48 -1.51
H 1.17 4.65 -2.87
H 2.53 6.03 -1.67
H 3.18 4.49 -1.67
H 3.27 5.48 0.75
H 2.31 4.04 0.70
H 2.11 5.80 2.93
H 0.46 6.15 2.94
H 0.87 4.49 2.53
H 0.46 7.87 1.02
H 2.09 7.77 1.51
H 1.74 7.69 -0.21
H -2.22 4.71 -1.12
H -1.29 3.22 -0.96
H -1.54 3.97 -2.55
H -1.47 5.08 1.34
C -3.60 0.28 2.11
O -2.36 -0.01 2.63
C -1.40 0.09 1.64
C 0.00 0.07 2.31
N 1.10 0.11 1.29
C 1.31 1.43 0.64
C 2.33 1.19 -0.45
O 1.90 0.21 -1.42
C 2.59 0.18 -2.70
H -3.69 1.32 1.80
H -4.29 0.16 2.94
H -3.90 -0.47 1.38
H -1.48 1.00 1.05
H -1.52 -0.80 1.01
H 0.06 -0.93 2.74
H 0.15 0.80 3.10
H 0.79 -0.42 0.49
H 1.64 2.16 1.38
H 0.47 1.91 0.14
H 3.22 0.74 -0.01
H 2.54 2.20 -0.80
H 2.21 -0.62 -3.33
H 3.65 -0.03 -2.57
H 2.27 1.08 -3.21
C -6.88 4.42 0.97
O -7.23 3.06 0.89
C -7.44 2.38 2.11
C -8.01 1.04 1.75
N -7.02 0.00 1.59
C -7.49 -1.33 1.17
C -8.53 -1.31 0.04
O -8.08 -0.62 -1.13
C -9.01 -0.51 -2.16
H -5.84 4.49 1.28
H -7.50 4.91 1.72
H -7.09 4.99 0.07
H -8.16 2.97 2.68
H -6.53 2.44 2.71
H -8.60 1.18 0.85
H -8.76 0.74 2.49
H -6.35 0.21 0.87
H -7.83 -1.80 2.09
H -6.61 -1.94 0.95
H -9.49 -0.97 0.42
H -8.65 -2.37 -0.22
H -9.27 -1.49 -2.56
H -8.63 0.03 -3.03
H -9.88 0.08 -1.86
C -5.88 0.55 6.03
C -6.98 -0.20 5.37
C -7.14 -1.66 5.83
O -6.07 -2.50 5.58
C -5.89 -2.90 4.20
N -8.23 0.51 5.75
H -6.07 0.54 7.10
H -5.87 1.55 5.58
H -4.93 0.03 5.84
H -6.90 -0.22 4.29
H -8.04 -2.04 5.35
H -7.22 -1.69 6.92
H -5.31 -2.19 3.61
H -6.78 -3.25 3.67
H -5.31 -3.81 4.19
H -8.34 1.39 5.26
H -8.04 0.86 6.67
C -4.40 -1.00 -1.68
C -4.56 0.51 -1.63
C -4.89 1.13 -3.01
O -4.96 2.54 -2.86
C -5.52 3.19 -4.03
N -5.54 0.90 -0.63
H -5.37 -1.49 -1.81
H -4.13 -1.35 -0.68
H -3.70 -1.20 -2.49
H -3.62 1.00 -1.38
H -5.90 0.83 -3.28
H -4.21 0.75 -3.77
H -5.88 4.14 -3.64
H -6.44 2.74 -4.39
H -4.82 3.33 -4.85
H -6.47 0.57 -0.87
H -5.66 1.91 -0.60
C -2.99 -7.98 4.44
C -1.80 -7.49 3.58
C -1.55 -5.95 3.65
O -2.62 -5.12 3.02
C -2.32 -3.74 3.01
N -0.63 -8.24 3.94
H -3.02 -9.07 4.38
H -3.92 -7.61 4.00
H -2.83 -7.69 5.48
H -2.10 -7.80 2.58
H -0.68 -5.62 3.08
H -1.32 -5.66 4.68
H -2.90 -3.29 3.81
H -2.80 -3.32 2.12
H -1.25 -3.55 3.08
H -0.45 -8.16 4.93
H 0.18 -7.98 3.39
C 0.53 -3.53 0.35
C -0.23 -3.18 -0.92
C -1.67 -3.73 -1.14
O -1.70 -5.11 -0.84
C -0.90 -6.00 -1.64
N -0.35 -1.75 -1.06
H 0.82 -4.58 0.39
H 0.03 -3.17 1.25
H 1.46 -2.97 0.41
H 0.26 -3.45 -1.86
H -2.08 -3.56 -2.13
H -2.28 -3.08 -0.52
H -0.80 -7.04 -1.33
H 0.10 -5.58 -1.58
H -1.34 -5.95 -2.63
H 0.60 -1.40 -0.99
H -0.61 -1.35 -1.95
C 6.75 5.00 -0.22
C 7.68 4.11 0.64
C 7.64 2.62 0.27
O 6.44 2.02 0.68
C 6.28 0.64 0.36
N 9.05 4.62 0.53
H 5.71 4.73 -0.08
H 6.97 5.02 -1.29
H 6.97 5.99 0.19
H 7.46 4.21 1.71
H 8.55 2.15 0.64
H 7.73 2.51 -0.81
H 6.17 0.44 -0.71
H 5.36 0.38 0.89
H 7.07 0.02 0.78
H 9.58 4.32 1.34
H 9.17 5.62 0.61
C 5.85 3.38 -4.39
C 5.26 3.53 -5.79
C 4.09 2.54 -6.11
O 4.56 1.22 -5.94
C 3.52 0.36 -6.16
N 4.67 4.84 -5.89
H 6.82 3.88 -4.30
H 6.06 2.33 -4.19
H 5.23 3.78 -3.58
H 6.08 3.38 -6.49
H 3.73 2.72 -7.12
H 3.26 2.67 -5.42
H 3.71 -0.68 -5.92
H 3.34 0.35 -7.24
H 2.61 0.64 -5.62
H 3.91 4.95 -5.23
H 5.35 5.48 -5.50
C 3.38 -0.30 4.22
C 3.66 -1.84 3.97
C 5.08 -2.07 3.47
O 5.07 -3.49 3.22
C 6.01 -3.92 2.25
N 3.63 -2.61 5.17
H 4.11 0.05 4.95
H 2.35 -0.21 4.57
H 3.39 0.26 3.29
H 2.81 -2.28 3.45
H 5.89 -1.72 4.11
H 5.22 -1.59 2.49
H 5.70 -4.90 1.90
H 7.04 -3.90 2.62
H 5.99 -3.26 1.39
H 4.09 -3.44 4.83
H 4.30 -2.19 5.80
C -4.05 3.62 4.11
C -2.54 3.57 4.21
C -1.90 2.57 5.28
O -0.49 2.78 5.33
C 0.31 1.82 5.91
N -2.02 3.24 2.92
H -4.61 4.02 4.96
H -4.42 2.60 4.03
H -4.53 4.05 3.23
H -2.26 4.56 4.58
H -2.21 1.61 4.87
H -2.38 2.69 6.25
H 0.33 1.84 7.00
H 1.34 1.87 5.55
H 0.09 0.78 5.64
H -1.04 3.15 3.13
H -2.35 2.35 2.55
C 0.73 -2.46 -4.82
C -0.49 -1.73 -5.27
C -0.56 -0.29 -4.75
O -0.93 -0.20 -3.40
C -1.15 1.11 -2.88
N -0.61 -1.70 -6.70
H 0.95 -2.45 -3.75
H 1.61 -2.06 -5.33
H 0.69 -3.49 -5.18
H -1.37 -2.28 -4.93
H -1.40 0.17 -5.28
H 0.35 0.29 -4.89
H -0.39 1.86 -3.13
H -1.33 1.04 -1.81
H -2.10 1.46 -3.30
H 0.36 -1.58 -6.96
H -0.90 -2.64 -6.93
*
```

* E_tot: -121219.96780 eV
* E_HOMO: -8.1 eV
* LUMO: 0.4 eV

Atomic partial charges in e from the Mulliken method, atoms 1 to 2:
1. C -2.13
2. C 2.54